(1)
{"formula": "C37H43BiF3N7O5P", "method": "the ωB97M-V functional and the def2-TZVPD basis", "elements": ["Bi", "C", "C", "C", "C", "C", "C", "N", "C", "C", "C", "C", "C", "N", "C", "C", "C", "C", "C", "C", "N", "H", "H", "H", "H", "H", "H", "H", "H", "H", "H", "H", "H", "H", "H", "H", "O", "C", "O", "C", "C", "C", "C", "C", "N", "H", "H", "H", "H", "F", "C", "F", "F", "C", "O", "O", "O", "P", "N", "C", "C", "C", "C", "N", "C", "C", "C", "C", "N", "C", "C", "C", "C", "H", "H", "H", "H", "H", "H", "H", "H", "H", "H", "H", "H", "H", "H", "H", "H", "H", "H", "H", "H", "H", "H", "H", "H"], "coordinates": [[0.054, -0.325, 0.191], [3.376, -1.689, 1.776], [3.367, -0.201, 1.607], [4.218, 0.590, 2.377], [4.265, 1.949, 2.158], [3.520, 2.487, 1.118], [2.721, 1.642, 0.374], [2.590, 0.332, 0.661], [2.014, 2.112, -0.850], [2.208, 3.358, -1.430], [1.555, 3.635, -2.619], [0.766, 2.669, -3.223], [0.623, 1.443, -2.584], [1.220, 1.212, -1.421], [-0.094, 0.274, -3.175], [-0.831, 0.388, -4.341], [-1.304, -0.772, -4.939], [-1.015, -1.987, -4.356], [-0.317, -2.023, -3.149], [0.004, -3.326, -2.487], [0.113, -0.904, -2.562], [4.360, -2.069, 1.494], [2.639, -2.170, 1.143], [3.206, -1.967, 2.816], [4.835, 0.123, 3.133], [4.897, 2.583, 2.764], [3.550, 3.543, 0.909], [2.859, 4.091, -0.982], [1.686, 4.598, -3.093], [0.299, 2.865, -4.175], [-1.011, 1.352, -4.791], [-1.866, -0.721, -5.861], [-1.324, -2.915, -4.817], [-0.738, -3.577, -1.732], [0.961, -3.269, -1.977], [0.033, -4.126, -3.225], [-0.536, -4.200, 1.873], [-0.116, -3.081, 1.689], [0.159, -2.548, 0.538], [0.147, -2.175, 2.883], [0.119, -2.679, 4.170], [0.386, -1.816, 5.221], [0.669, -0.486, 4.948], [0.662, -0.059, 3.632], [0.400, -0.889, 2.623], [-0.104, -3.726, 4.312], [0.379, -2.175, 6.241], [0.887, 0.220, 5.736], [0.899, 0.964, 3.378], [-2.386, 1.716, 2.434], [-1.558, 2.735, 2.745], [-2.204, 3.874, 2.463], [-1.363, 2.687, 4.074], [-0.208, 2.661, 1.977], [0.671, 3.406, 2.356], [-0.164, 1.842, 0.997], [-2.267, -0.437, -0.055], [-3.709, -0.887, 0.063], [-4.115, -1.056, 1.646], [-5.453, -1.544, 2.041], [-5.275, -2.041, 3.483], [-3.774, -2.295, 3.612], [-3.186, -1.172, 2.773], [-4.088, -2.329, -0.650], [-3.480, -3.537, -0.055], [-3.764, -4.655, -1.069], [-4.230, -3.942, -2.351], [-3.946, -2.464, -2.107], [-4.647, 0.194, -0.735], [-4.413, 1.631, -0.456], [-5.743, 2.303, -0.789], [-6.770, 1.215, -0.500], [-6.077, -0.034, -1.028], [-5.772, -2.346, 1.372], [-6.195, -0.744, 1.982], [-5.877, -2.926, 3.681], [-5.582, -1.267, 4.186], [-3.495, -3.264, 3.196], [-3.431, -2.263, 4.645], [-2.184, -1.379, 2.407], [-3.153, -0.240, 3.341], [-3.918, -3.736, 0.921], [-2.402, -3.402, 0.091], [-4.538, -5.325, -0.700], [-2.873, -5.259, -1.231], [-5.300, -4.091, -2.496], [-3.728, -4.308, -3.247], [-4.641, -1.805, -2.624], [-2.931, -2.198, -2.417], [-3.584, 2.005, -1.058], [-4.157, 1.776, 0.597], [-5.776, 2.578, -1.845], [-5.896, 3.207, -0.204], [-7.730, 1.390, -0.983], [-6.941, 1.130, 0.575], [-6.218, -0.118, -2.110], [-6.429, -0.960, -0.575]], "forces_ev_per_angstrom": [[0.1825, 0.0228, -0.0192], [0.0021, -0.0132, 0.0790], [0.0758, 0.0097, 0.0315], [-0.0293, -0.0603, -0.0160], [-0.0221, 0.0423, -0.0619], [0.0113, -0.0729, 0.0318], [-0.0082, 0.1293, -0.0447], [0.0823, 0.0486, -0.0469], [-0.0321, 0.0497, 0.0503], [-0.0300, -0.0799, 0.0165], [-0.0043, 0.0113, -0.0157], [-0.0088, -0.0510, 0.0704], [-0.0445, 0.0675, -0.0444], [0.1441, 0.0458, -0.1510], [0.0314, 0.0673, -0.0450], [0.0431, -0.0680, -0.0080], [0.0185, 0.0475, 0.0522], [-0.0118, -0.0173, 0.0212], [0.0339, -0.0457, 0.0263], [0.0260, -0.0417, -0.1054], [-0.1221, 0.1282, -0.0328], [-0.0162, -0.0032, 0.0174], [-0.1180, -0.0370, -0.0520], [-0.0220, -0.0380, 0.0260], [0.0071, -0.0098, 0.0286], [0.0019, 0.0263, 0.0176], [0.0192, 0.0510, 0.0049], [0.0140, 0.0272, 0.0125], [-0.0010, 0.0086, -0.0064], [-0.0069, 0.0137, -0.0289], [-0.0169, 0.0139, -0.0287], [-0.0227, 0.0011, -0.0225], [-0.0101, -0.0161, -0.0172], [-0.0961, -0.0154, 0.0916], [0.0252, -0.0015, 0.0176], [-0.0144, -0.0127, 0.0353], [-0.0789, -0.0676, 0.0668], [0.1063, -0.0385, -0.0013], [-0.0922, -0.0009, -0.0556], [-0.0135, -0.0547, -0.0053], [0.0143, 0.0257, -0.0174], [0.0096, 0.0095, 0.0063], [-0.0107, 0.0201, -0.0154], [0.0506, 0.0248, 0.0954], [-0.0938, -0.0419, -0.1167], [-0.0054, -0.0199, -0.0059], [-0.0046, -0.0059, 0.0192], [0.0075, 0.0103, 0.0150], [-0.0123, 0.1107, -0.0225], [0.1018, 0.1255, -0.0155], [-0.1412, -0.0231, 0.0850], [0.0658, -0.0976, 0.0000], [0.0139, -0.0117, -0.1918], [0.1804, 0.2629, -0.0193], [-0.0286, -0.0481, 0.0868], [-0.2966, -0.2936, 0.0881], [0.0470, -0.1557, 0.2579], [-0.1895, -0.0380, -0.0932], [-0.0602, 0.0168, -0.1543], [-0.0355, 0.0808, -0.0412], [-0.0318, -0.0276, -0.0128], [0.0194, 0.0237, 0.0215], [0.2004, 0.0311, -0.0154], [0.1915, 0.1512, 0.0473], [0.0442, 0.0040, 0.0866], [0.0089, -0.0556, 0.0450], [-0.0583, 0.0003, -0.0476], [-0.0665, 0.0676, -0.0255], [-0.0428, -0.0497, 0.1275], [0.0957, 0.0490, -0.0186], [0.0432, 0.0533, 0.0231], [-0.0610, -0.0277, -0.0401], [0.0110, -0.0840, -0.0579], [-0.0038, -0.0474, -0.0116], [0.0081, -0.0215, -0.0033], [-0.0130, 0.0008, 0.0021], [0.0082, 0.0203, -0.0016], [-0.0076, -0.0512, -0.0445], [0.0087, 0.0068, 0.0173], [-0.0188, 0.0023, 0.0591], [-0.0061, -0.0498, 0.0007], [-0.0204, -0.0031, 0.0206], [-0.0080, -0.0565, -0.0430], [0.0063, -0.0035, 0.0069], [0.0282, 0.0274, -0.0014], [-0.0007, 0.0190, -0.0043], [0.0187, 0.0033, 0.0003], [0.0139, 0.0128, -0.0066], [0.0383, -0.0224, -0.0397], [-0.0053, 0.0052, 0.0248], [0.0118, 0.0219, 0.0213], [0.0040, -0.0166, -0.0235], [0.0040, 0.0122, -0.0017], [-0.0133, -0.0035, 0.0074], [0.0162, -0.0107, 0.0272], [-0.0132, -0.0015, 0.0120], [-0.0252, 0.0022, -0.0009]], "energy_ha": -3050.84032, "charge": 1, "de_lowest_ev": 0.071, "orbital_gap_ev": 8.43, "e_lumo_ev": -2.882}


(2)
{"formula": "C37H43F3N4O5SScSe", "method": "the ωB97M-V functional and the def2-TZVPD basis", "elements": ["Sc", "C", "C", "N", "C", "C", "S", "C", "C", "N", "H", "H", "H", "H", "H", "H", "H", "H", "H", "H", "H", "H", "H", "H", "O", "C", "O", "C", "C", "C", "N", "C", "C", "C", "O", "O", "H", "H", "H", "O", "C", "C", "C", "C", "C", "C", "N", "H", "H", "H", "H", "H", "H", "H", "H", "H", "H", "H", "C", "C", "C", "C", "C", "C", "Se", "C", "C", "C", "H", "H", "H", "H", "H", "H", "H", "H", "H", "H", "H", "F", "C", "F", "F", "C", "C", "C", "C", "C", "C", "C", "C", "H", "H", "H", "H"], "coordinates": [[-0.038, 0.090, -0.507], [-1.157, 1.643, 2.681], [-0.045, 0.612, 2.975], [1.035, 0.683, 2.002], [2.115, 1.621, 2.307], [1.729, 3.094, 2.457], [1.122, 3.992, 0.994], [-0.611, 4.325, 1.393], [-1.615, 3.284, 0.900], [-1.266, 1.909, 1.253], [-2.099, 1.255, 3.081], [-0.954, 2.569, 3.210], [0.318, 0.749, 4.003], [-0.478, -0.384, 2.907], [1.452, -0.234, 1.899], [2.594, 1.347, 3.259], [2.858, 1.528, 1.515], [1.006, 3.233, 3.262], [2.637, 3.616, 2.761], [-0.688, 4.487, 2.470], [-0.841, 5.278, 0.915], [-2.600, 3.568, 1.297], [-1.679, 3.333, -0.188], [-2.014, 1.312, 0.890], [5.804, -3.056, -3.463], [4.633, -3.244, -3.860], [4.181, -3.714, -4.919], [3.556, -2.662, -2.914], [3.892, -2.313, -1.606], [2.936, -1.764, -0.777], [1.678, -1.542, -1.168], [1.360, -1.901, -2.413], [2.242, -2.457, -3.320], [-0.060, -1.606, -2.840], [-0.621, -2.304, -3.645], [-0.574, -0.546, -2.244], [4.912, -2.464, -1.280], [3.178, -1.472, 0.241], [1.922, -2.735, -4.314], [-0.191, -1.581, 0.850], [-0.402, -2.729, 1.271], [-1.590, -3.098, 2.110], [-1.201, -3.428, 3.580], [0.279, -3.755, 3.809], [0.779, -5.007, 3.083], [0.423, -5.020, 1.588], [0.478, -3.692, 0.992], [-2.074, -3.953, 1.638], [-2.287, -2.266, 2.047], [-1.813, -4.265, 3.924], [-1.459, -2.574, 4.207], [0.462, -3.872, 4.879], [0.882, -2.898, 3.492], [0.355, -5.904, 3.542], [1.864, -5.067, 3.202], [-0.577, -5.427, 1.445], [1.105, -5.660, 1.035], [1.249, -3.431, 0.391], [-8.727, 0.664, -1.923], [-7.302, 0.454, -1.475], [-6.289, 0.188, -2.387], [-4.975, -0.039, -1.986], [-3.912, -0.309, -3.018], [-4.662, -0.008, -0.617], [-2.886, -0.494, -0.085], [-5.662, 0.291, 0.321], [-5.412, 0.398, 1.807], [-6.964, 0.511, -0.131], [-8.809, 0.614, -3.009], [-9.107, 1.636, -1.599], [-9.386, -0.100, -1.502], [-6.524, 0.153, -3.447], [-4.338, -0.311, -4.024], [-3.413, -1.264, -2.842], [-3.124, 0.446, -2.970], [-4.356, 0.269, 2.034], [-5.974, -0.368, 2.351], [-5.739, 1.373, 2.178], [-7.737, 0.738, 0.601], [8.628, 4.060, -1.719], [7.784, 4.095, -2.773], [7.698, 5.380, -3.161], [8.393, 3.421, -3.766], [6.450, 3.510, -2.431], [5.295, 4.271, -2.506], [4.076, 3.713, -2.152], [3.999, 2.389, -1.714], [5.174, 1.631, -1.654], [6.389, 2.187, -2.011], [2.740, 1.823, -1.331], [1.651, 1.393, -0.995], [5.345, 5.298, -2.841], [3.168, 4.300, -2.202], [5.120, 0.594, -1.343], [7.292, 1.589, -1.972]], "forces_ev_per_angstrom": [[0.1268, -0.0179, 1.2098], [0.2289, -0.0582, -0.0131], [-0.1230, 0.1248, -0.0712], [0.1739, -0.2417, -0.2878], [-0.1205, 0.1488, -0.0956], [-0.1048, -0.0454, -0.0681], [0.0288, 0.0404, -0.0078], [0.0663, -0.0996, -0.0141], [0.1928, 0.0089, 0.1709], [-0.1466, 0.0637, -0.3254], [-0.0725, -0.0122, 0.0432], [0.0090, 0.0381, 0.0415], [0.0016, -0.0035, 0.0626], [-0.0022, -0.0042, 0.0040], [0.0218, -0.0495, 0.1381], [0.0581, -0.0373, 0.0547], [-0.0108, 0.0093, -0.0397], [0.0531, 0.0074, 0.0158], [0.0199, -0.0062, 0.0462], [-0.0462, 0.0411, -0.0227], [-0.0140, 0.0140, 0.0369], [-0.0578, 0.0002, -0.0082], [0.0048, -0.0078, -0.0239], [-0.1117, -0.0157, 0.0279], [-0.2491, -0.3719, -0.0037], [0.1218, 0.6615, -0.4710], [0.1889, -0.1748, 0.2929], [-0.0165, -0.1210, 0.2097], [-0.0667, -0.0091, 0.0061], [0.0691, -0.0284, 0.1829], [-0.1916, 0.4453, -0.3343], [-0.2889, 0.0302, -0.4346], [0.2845, -0.2344, 0.2750], [0.0941, 0.1966, 0.1097], [-0.2072, 0.0593, -0.1754], [0.2800, -0.4337, -0.5881], [0.0101, 0.0041, -0.0189], [0.0284, 0.0610, 0.0206], [0.0353, 0.0027, 0.0422], [-0.3921, 0.3887, 0.2902], [0.3395, -0.2272, -0.3208], [0.0699, 0.0453, 0.1915], [0.0396, -0.0447, -0.0787], [-0.0674, -0.0368, -0.1075], [0.0134, 0.1023, -0.0333], [-0.0085, 0.0867, 0.0416], [-0.0235, -0.1990, 0.0841], [-0.0034, 0.0111, -0.0143], [-0.0494, 0.0300, 0.0093], [-0.0135, 0.0311, 0.0091], [-0.0171, 0.0134, -0.0014], [-0.0181, 0.0094, 0.0066], [0.0167, 0.0016, 0.0381], [0.0185, 0.0127, -0.0052], [-0.0164, -0.0273, 0.0008], [-0.0455, -0.0218, -0.0348], [0.0183, -0.0163, -0.0389], [-0.0023, 0.0285, -0.0098], [0.0475, 0.0103, 0.0270], [-0.0149, -0.0139, 0.0175], [0.0620, -0.0084, -0.0288], [-0.0491, 0.0265, -0.1037], [-0.1340, 0.0135, 0.0463], [0.1353, 0.1506, -0.1722], [-0.2432, -0.4238, 0.5524], [-0.0801, 0.0430, -0.0503], [0.0035, -0.0407, -0.0781], [0.0372, 0.0230, 0.0368], [0.0047, 0.0064, 0.0115], [0.0036, -0.0070, -0.0088], [-0.0061, 0.0051, -0.0114], [0.0085, -0.0076, 0.0385], [0.0006, 0.0084, 0.0408], [-0.0026, 0.0340, -0.0068], [0.0004, -0.0421, -0.0013], [-0.0119, 0.0090, 0.0005], [0.0252, 0.0286, -0.0232], [-0.0039, -0.0337, -0.0054], [0.0414, -0.0209, -0.0284], [0.0816, 0.0344, 0.0177], [-0.1729, -0.0840, 0.0216], [0.0722, 0.0558, -0.0294], [0.0827, 0.0081, -0.0552], [-0.0224, -0.0020, 0.0703], [-0.0866, 0.0052, -0.0089], [-0.0192, 0.0618, 0.0363], [-0.0449, -0.0157, 0.0257], [0.0552, -0.0755, -0.0130], [-0.0200, -0.0543, -0.0009], [0.1257, 0.1136, -0.0799], [-0.0030, -0.0030, -0.2314], [-0.0110, -0.0020, 0.0119], [0.0436, -0.0217, -0.0059], [-0.0019, 0.0494, -0.0349], [-0.0300, -0.0032, 0.0090]], "energy_ha": -5891.11021, "charge": -1, "de_lowest_ev": 2.228, "orbital_gap_ev": 6.83, "e_lumo_ev": 1.773}